1.
{"formula": "C4H3BrCl4", "method": "ωB97M-V/def2-TZVPD", "e_above_lowest_kj_mol": 133.7, "e_tot_ev": -124324.88528, "e_homo_ev": [-9.085, -9.086], "orbital_gap_ev": [8.54, 8.54], "lumo_ev": [-0.55, -0.55], "elements": ["C", "C", "C", "C", "Cl", "Cl", "Cl", "Cl", "Br", "H", "H", "H"], "xyz": [[1.125, 0.221, 0.875], [2.258, 0.326, 0.180], [-1.822, 0.035, -0.082], [-0.537, -0.589, -0.637], [0.500, 0.765, 2.310], [3.702, 0.805, 0.927], [2.377, -0.206, -1.420], [-2.142, 1.708, -0.512], [-0.485, -2.412, -0.530], [-2.058, -0.052, 1.033], [-2.547, -0.495, -0.556], [-0.371, -0.106, -1.589]], "mulliken_charge": [-0.13, 0.57, -0.55, -0.53, -0.11, -0.17, -0.14, -0.18, 0.01, 0.33, 0.44, 0.47]}

---

2.
{"formula": "C5H10O", "method": "ωB97M-V/def2-TZVPD", "e_above_lowest_kj_mol": 181.4, "e_tot_ev": -7392.88566, "e_homo_ev": -9.678, "orbital_gap_ev": 10.85, "smiles": "COC1CCC1", "lumo_ev": 1.17, "elements": ["C", "O", "C", "C", "C", "C", "H", "H", "H", "H", "H", "H", "H", "H", "H", "H"], "xyz": [[2.152, -0.616, 0.120], [1.455, 0.536, 0.523], [0.300, 0.496, -0.250], [-0.920, 1.271, 0.228], [-1.753, 0.118, -0.347], [-0.604, -0.847, -0.113], [2.629, -0.475, -0.862], [1.361, -1.372, -0.010], [2.896, -0.871, 0.875], [0.559, 0.727, -1.303], [-0.912, 1.267, 1.323], [-1.125, 2.277, -0.143], [-1.838, 0.246, -1.432], [-2.718, -0.113, 0.091], [-0.579, -1.210, 0.929], [-0.609, -1.759, -0.741]], "mulliken_charge": [-0.67, -0.39, 0.12, -0.62, -0.47, -0.87, 0.27, 0.30, 0.25, 0.27, 0.25, 0.29, 0.23, 0.33, 0.34, 0.36]}

---

3.
{"formula": "C22H23Cl2N6O5PSY", "method": "ωB97M-V/def2-TZVPD", "charge": 1, "e_above_lowest_kj_mol": 86.9, "e_tot_ev": -88578.03523, "e_homo_ev": -9.662, "orbital_gap_ev": 7.33, "lumo_ev": -2.34, "elements": ["Y", "O", "C", "O", "C", "O", "C", "C", "O", "O", "H", "H", "H", "H", "H", "C", "N", "C", "C", "N", "C", "P", "C", "N", "C", "C", "N", "C", "C", "N", "C", "C", "N", "C", "H", "H", "H", "H", "H", "H", "H", "H", "H", "H", "H", "H", "H", "H", "H", "Cl", "C", "C", "C", "C", "C", "Cl", "C", "S", "H", "H", "H"], "xyz": [[-0.463, 0.012, -0.174], [-0.432, 3.567, 2.243], [0.096, 2.457, 1.790], [-0.478, 1.380, 1.817], [1.511, 2.639, 1.289], [1.898, 1.573, 0.456], [2.213, 1.934, -0.893], [0.952, 2.017, -1.778], [1.068, 2.275, -2.952], [-0.144, 1.748, -1.136], [-1.331, 3.423, 2.574], [2.152, 2.640, 2.177], [1.599, 3.613, 0.806], [2.852, 1.139, -1.276], [2.763, 2.875, -0.941], [2.776, -4.701, 0.522], [2.421, -3.313, 0.769], [3.223, -2.367, 1.337], [2.500, -1.209, 1.345], [1.268, -1.432, 0.799], [1.242, -2.718, 0.466], [-0.088, -3.608, -0.402], [0.026, -2.572, -1.904], [0.540, -1.339, -1.940], [0.579, -0.978, -3.260], [0.095, -2.002, -4.020], [-0.246, -3.001, -3.156], [-0.917, -4.230, -3.528], [-1.485, -2.876, 0.533], [-1.524, -1.662, 1.077], [-2.693, -1.591, 1.778], [-3.370, -2.768, 1.651], [-2.594, -3.575, 0.873], [-2.970, -4.903, 0.422], [3.783, -4.880, 0.887], [2.747, -4.923, -0.543], [2.090, -5.368, 1.041], [4.223, -2.580, 1.671], [2.793, -0.239, 1.703], [0.930, -0.008, -3.572], [-0.043, -2.089, -5.084], [-0.423, -4.677, -4.388], [-1.957, -4.023, -3.781], [-0.892, -4.928, -2.695], [-2.972, -0.706, 2.323], [-4.322, -3.085, 2.041], [-3.351, -5.486, 1.258], [-2.103, -5.411, 0.009], [-3.740, -4.832, -0.345], [-2.856, 1.537, 0.216], [-4.072, 1.139, -0.967], [-5.218, 1.911, -1.011], [-6.209, 1.596, -1.921], [-6.047, 0.514, -2.771], [-4.891, -0.243, -2.719], [-4.733, -1.584, -3.795], [-3.850, 0.051, -1.814], [-2.398, -0.907, -1.783], [-5.331, 2.752, -0.339], [-7.108, 2.194, -1.969], [-6.820, 0.255, -3.482]], "mulliken_charge": [0.15, -0.47, 0.72, -0.62, -0.56, -0.25, -0.44, 0.50, -0.67, -0.42, 0.42, 0.40, 0.44, 0.24, 0.50, -0.82, 0.14, -0.65, -0.68, 0.48, -0.24, -0.54, 0.40, -0.16, -0.53, -0.73, 0.35, -0.79, 0.17, 0.47, -0.51, -0.75, 0.22, -0.89, 0.33, 0.32, 0.33, 0.44, 0.58, 0.52, 0.52, 0.38, 0.24, 0.32, 0.56, 0.51, 0.36, 0.36, 0.32, -0.07, 0.59, -0.78, -0.44, -0.69, 0.29, -0.22, -0.24, 0.35, 0.44, 0.38, 0.42]}

---

4.
{"formula": "C33H41GeN7O2Ru", "method": "ωB97M-V/def2-TZVPD", "multiplicity": 2, "charge": 1, "e_above_lowest_kj_mol": 215.8, "s2": 1.14, "e_tot_ev": -108502.03757, "e_homo_ev": [-10.027, -9.699], "orbital_gap_ev": [6.14, 5.67], "lumo_ev": [-3.89, -4.03], "elements": ["Ru", "C", "O", "C", "N", "C", "C", "C", "C", "C", "C", "C", "C", "C", "C", "C", "C", "N", "C", "N", "C", "C", "O", "C", "C", "C", "C", "C", "C", "H", "H", "H", "H", "H", "H", "H", "H", "H", "H", "H", "H", "H", "H", "H", "H", "H", "H", "H", "C", "N", "C", "N", "C", "N", "C", "N", "C", "C", "H", "H", "H", "H", "H", "H", "H", "H", "H", "H", "H", "H", "C", "Ge", "C", "C", "C", "H", "H", "H", "H", "H", "H", "H", "H", "H", "H"], "xyz": [[-0.204, 0.298, 0.665], [3.270, 3.211, 1.063], [3.017, 2.467, 2.245], [1.983, 1.663, 2.001], [1.416, 1.771, 0.814], [2.109, 2.844, 0.101], [2.605, 2.483, -1.282], [1.981, 1.506, -2.042], [2.464, 1.185, -3.302], [3.575, 1.837, -3.807], [4.179, 2.842, -3.068], [3.688, 3.173, -1.818], [1.500, 0.758, 2.997], [1.976, 0.611, 4.308], [1.327, -0.307, 5.141], [0.217, -0.995, 4.699], [-0.239, -0.774, 3.375], [0.451, 0.057, 2.544], [-1.412, -1.236, 2.751], [-1.668, -0.909, 1.472], [-3.054, -1.213, 1.198], [-3.491, -1.996, 2.466], [-2.391, -1.917, 3.364], [-3.895, 0.033, 0.974], [-3.383, 1.310, 1.157], [-4.195, 2.420, 0.991], [-5.525, 2.261, 0.643], [-6.034, 0.989, 0.428], [-5.224, -0.121, 0.595], [4.242, 2.891, 0.669], [3.305, 4.272, 1.319], [1.403, 3.686, -0.001], [1.105, 1.007, -1.630], [1.975, 0.426, -3.893], [3.951, 1.580, -4.785], [5.034, 3.372, -3.465], [4.145, 3.976, -1.260], [2.805, 1.208, 4.647], [1.682, -0.453, 6.149], [-0.323, -1.684, 5.325], [-3.143, -1.846, 0.305], [-3.694, -3.050, 2.253], [-4.356, -1.541, 2.954], [-2.329, 1.443, 1.444], [-3.790, 3.410, 1.136], [-6.160, 3.126, 0.525], [-7.062, 0.863, 0.121], [-5.625, -1.113, 0.434], [0.162, -3.019, 0.124], [0.846, -4.252, -0.188], [1.889, -4.470, 0.806], [2.849, -3.372, 0.806], [2.153, -2.142, 1.113], [1.081, -1.857, 0.133], [1.712, -1.789, -1.205], [2.408, -3.015, -1.531], [1.465, -4.126, -1.503], [3.435, -3.254, -0.524], [-0.300, -3.116, 1.111], [-0.610, -2.838, -0.629], [2.410, -5.404, 0.592], [1.429, -4.542, 1.795], [2.874, -1.318, 1.094], [1.719, -2.232, 2.112], [2.425, -0.959, -1.221], [0.932, -1.604, -1.950], [1.994, -5.052, -1.740], [0.685, -3.953, -2.248], [4.137, -2.416, -0.527], [3.971, -4.175, -0.762], [-3.717, 1.296, -2.494], [-1.726, 1.454, -2.362], [-0.947, 0.971, -4.139], [-1.079, 3.194, -1.648], [-1.166, 0.081, -1.085], [-4.036, 1.787, -3.409], [-4.230, 1.750, -1.654], [-3.998, 0.247, -2.546], [-1.750, 0.790, -4.846], [-0.360, 0.062, -4.050], [-0.308, 1.757, -4.530], [-1.694, 4.024, -1.973], [-0.058, 3.372, -1.974], [-1.100, 3.141, -0.557], [-1.703, -0.844, -1.311]], "mulliken_charge": [0.76, -0.79, -0.44, 0.09, 0.57, -0.16, -0.58, 1.15, -1.41, -0.80, -0.87, -0.55, -0.03, -0.61, -0.72, -0.85, -0.42, 0.44, -0.19, 1.24, -0.87, -0.58, -0.51, 0.32, 0.30, -0.89, -0.58, -0.76, -0.36, 0.47, 0.32, 0.45, 0.98, 0.47, 0.44, 0.41, 0.54, 0.66, 0.50, 0.64, 0.58, 0.33, 0.44, 0.25, 0.42, 0.40, 0.41, 0.46, -0.88, 0.18, -0.67, 0.13, -0.74, 1.79, -0.35, 0.21, -0.66, -0.68, 0.16, -0.02, 0.33, 0.35, 0.07, 0.07, -0.25, -0.04, 0.37, 0.32, 0.35, 0.33, -1.24, 1.02, -1.34, -1.22, -1.18, 0.46, 0.22, 0.38, 0.47, 0.30, 0.38, 0.61, 0.29, 0.15, 0.25]}